Record 1
C19H45BO2RuS2Si4 | ωB97M-V/def2-TZVPD

Properties
**Multiplicity**: 5
**E_HOMO (alpha / beta)**: -6.12 / -8.05 eV
**Largest force on an atom**: 0.6 eV Å⁻¹

Atoms and positions in Å:
Ru (0.61123, 0.66736, 0.45988)
S (0.41765, 2.90860, 1.22744)
S (2.93736, 1.26249, 0.23386)
Si (0.43851, -0.40475, 2.56903)
Si (-0.54855, -2.70032, -1.64804)
Si (1.12939, -1.22006, -0.87504)
Si (3.25457, -2.21000, -0.83817)
O (-2.48278, 0.12620, 0.03158)
O (-1.78032, 2.16630, -0.70280)
C (-3.75643, 2.97283, -1.82632)
C (-4.74814, 0.58935, 0.65487)
C (-3.69455, 0.80706, -0.40891)
C (1.84360, 3.68338, 0.80288)
C (4.15535, -1.97621, 0.78147)
C (3.32036, -4.04145, -1.16179)
C (4.26415, 3.63914, 0.05609)
C (-1.07277, -1.89969, -3.25087)
C (4.21522, -1.34950, -2.18737)
C (-4.15004, 0.17216, -1.70771)
C (2.96317, 2.95590, 0.38146)
C (1.92465, 0.09290, 3.56004)
C (0.41151, -2.25613, 2.59395)
C (-3.47204, 3.16326, 0.63597)
C (-1.08529, 0.16201, 3.46169)
C (0.13533, -4.37438, -2.10087)
C (-3.22374, 2.29084, -0.58673)
C (1.84638, 5.19048, 0.88431)
C (-2.02737, -3.00912, -0.56333)
B (-1.39926, 0.94888, -0.16176)
H (1.15060, 5.53709, 1.64773)
H (2.83894, 5.58685, 1.10658)
H (-3.41166, 4.00827, -1.84109)
H (5.25277, -1.70874, -2.22061)
H (3.75829, -1.52208, -3.16878)
H (-1.98531, -2.36340, -3.64847)
H (4.36898, -4.35791, -1.08395)
H (4.22894, -0.26754, -2.00678)
H (0.93867, -4.29440, -2.84190)
H (-1.25785, -0.83468, -3.10826)
H (-1.74311, -3.54174, 0.34968)
H (-2.98314, 4.12784, 0.48236)
H (4.16973, 4.22448, -0.86401)
H (4.10507, -0.94772, 1.14777)
H (3.74428, -2.63415, 1.55731)
H (1.35309, -2.67416, 2.21514)
H (4.56220, 4.32433, 0.85353)
H (-0.41273, -2.66125, 2.00190)
H (2.73867, -4.60384, -0.42202)
H (-4.39174, 0.88991, 1.64141)
H (-5.10788, 0.58863, -2.02854)
H (5.21078, -2.23479, 0.63693)
H (1.79764, -0.29874, 4.57871)
H (0.27937, -2.57320, 3.64048)
H (5.05580, 2.90758, -0.08792)
H (-5.00133, -0.47268, 0.69339)
H (-3.42463, 0.32528, -2.50281)
H (2.84132, -0.32775, 3.13059)
H (-1.17342, 1.25468, 3.48039)
H (-4.26917, -0.90206, -1.55570)
H (-0.67499, -4.97237, -2.54141)
H (2.95672, -4.30967, -2.15612)
H (-4.54020, 3.33107, 0.80067)
H (-1.98950, -0.25123, 2.99707)
H (-0.27677, -2.00297, -3.99890)
H (2.04019, 1.18190, 3.60820)
H (-2.74339, -3.63874, -1.10824)
H (-1.01713, -0.20239, 4.49390)
H (-4.85179, 2.97515, -1.83192)
H (0.52442, -4.91273, -1.23024)
H (-3.04281, 2.71004, 1.53303)
H (-5.65741, 1.15108, 0.41849)
H (-3.39851, 2.48315, -2.73095)
H (1.52543, 5.61538, -0.07138)
H (-2.51455, -2.06934, -0.28002)

---

Record 2
C6H11N4 | ωB97M-V/def2-TZVPD

Properties
**Total charge**: +1
**E_HOMO**: -13.94 eV
**Largest force on an atom**: 5.9 eV Å⁻¹

Atoms and positions in Å:
N (-0.66154, 1.96664, -0.08819)
N (3.09384, -0.50390, -0.24032)
N (1.90716, -1.02838, -0.53719)
N (1.54280, 0.78810, 0.53510)
C (-1.46863, -1.81611, -0.30279)
C (-1.34212, -1.09173, 1.09824)
C (-1.51923, 0.89097, -0.68338)
C (-1.06661, -0.42120, -0.18226)
C (2.91903, 0.58439, 0.42181)
C (0.92282, -0.25076, -0.09187)
H (0.21645, 2.05365, -0.64727)
H (1.14592, 1.46258, 1.19313)
H (-1.49826, 0.91640, -1.74705)
H (1.81211, -1.88170, -1.19368)
H (-0.73470, -2.65972, -0.36825)
H (3.78898, 1.12722, 0.67715)
H (-0.72909, -1.49755, 1.80683)
H (-2.61630, 1.18459, -0.36928)
H (-1.16554, 2.79193, -0.13459)
H (-2.38708, -1.89054, -0.77129)
H (-2.16004, -0.72486, 1.62516)

---

Record 3
C12H16BrClNO | ωB97M-V/def2-TZVPD

Properties
**Total charge**: +1
**E_HOMO**: -11.80 eV
**Largest force on an atom**: 0.8 eV Å⁻¹
**SMILES**: C=CC[NH2+]CCCOc1ccc(Cl)cc1Br

Atoms and positions in Å:
Br (-0.59026, -2.79586, -0.65245)
Cl (-5.43474, -0.31370, 0.36879)
O (0.12174, -0.14473, -1.53727)
N (2.18445, -0.85195, 0.08929)
C (-1.97033, 1.07594, -1.04751)
C (-1.17547, -0.05851, -1.09237)
C (0.92478, -0.09346, 2.09578)
C (-3.02443, -1.36549, -0.21059)
C (0.88350, 1.00961, -1.86249)
C (2.76775, 0.47440, -0.25970)
C (-1.72502, -1.26594, -0.65502)
C (-3.27833, 0.99476, -0.59893)
C (-0.33720, -0.39427, 2.34170)
C (1.68836, 1.48334, -0.64899)
C (-3.81027, -0.21851, -0.18700)
C (1.90445, -1.08329, 1.53840)
H (3.44694, 0.34069, -1.10395)
H (0.25055, 1.81043, -2.24603)
H (1.49937, -2.09273, 1.63154)
H (-3.88807, 1.88280, -0.57253)
H (1.55229, 0.69274, -2.66837)
H (-1.59054, 2.03418, -1.36260)
H (3.34742, 0.84284, 0.58850)
H (2.80166, -1.60296, -0.22966)
H (-1.02072, 0.32396, 2.75834)
H (1.31301, 0.88752, 2.32919)
H (2.17362, 2.42768, -0.89345)
H (2.85045, -1.02367, 2.08144)
H (1.00590, 1.65757, 0.18367)
H (-3.42650, -2.31156, 0.11515)
H (-0.73378, -1.37866, 2.15860)
H (1.28942, -0.94317, -0.45150)

---

What is the formula in the third record? C12H16BrClNO